Record 1
Computed, not measured: the molecule C4H6, with ωB97M-V/def2-TZVPD.

Computed properties:
Lowest unoccupied orbital energy ... 1.075 eV
Total energy ... -4242.897 eV
Energy relative to the best compared isomer or geometry (same formula, charge and spin) ... 102.66 kJ/mol
SMILES ... CC#CC
Spin multiplicity ... 1

Structure (XYZ):
```
10
C4H6, DFT ωB97M-V/def2-TZVPD
C -1.8788 -0.1736 -0.0329
C -0.6321 0.3058 -0.6269
C 0.5678 0.3917 -0.5737
C 1.8741 0.1711 0.0364
H -2.3925 -0.9199 -0.6396
H -2.5620 0.6275 0.2494
H -1.5321 -0.6656 0.8844
H 1.8306 0.6029 1.0425
H 2.7343 0.5715 -0.4952
H 1.9907 -0.9114 0.1558
```

Here are the Mulliken charges for atoms 1 to 4, given in e: -0.922, 0.075, 0.107, -0.877



Record 2
Computed, not measured: a cluster of 3 separate species, C3HN2O4 in total, with ωB97M-V/def2-TZVPD.

Computed properties:
Lowest unoccupied orbital energy ... 3.838 eV
Total energy ... -14296.406 eV
Energy relative to the best compared isomer or geometry (same formula, charge and spin) ... 336.89 kJ/mol
Spin multiplicity ... 1
Total charge ... -1

Structure (XYZ):
```
10
C3HN2O4, DFT ωB97M-V/def2-TZVPD
C -0.5470 -1.6630 -0.1133
C -1.8655 0.7864 -0.3089
C 1.6521 0.2006 0.8318
N 0.2753 -2.3428 0.3310
N 1.9289 0.9718 0.0363
O -1.8846 0.8497 0.8572
O -1.8278 1.2302 -1.3761
O 2.2615 1.8838 -0.5824
O -1.3714 -1.0781 -0.8195
H 1.3785 -0.8386 1.1439
```

Here are the Mulliken charges for atoms 1 to 4, given in e: 0.586, 0.761, -0.350, -0.754



Record 3
Computed, not measured: a structure of composition C2H2CsFMgO, with ωB97M-V/def2-TZVPD.

Computed properties:
Lowest unoccupied orbital energy (alpha / beta) ... -3.776 / -3.899 eV
Total energy ... -12857.616 eV
Energy relative to the best compared isomer or geometry (same formula, charge and spin) ... 0.00 kJ/mol
Spin multiplicity ... 2
Total charge ... +1

Structure (XYZ):
```
8
C2H2CsFMgO, DFT ωB97M-V/def2-TZVPD
H -1.6086 -0.1009 -0.3851
C -0.0580 -1.4793 -0.0674
C -0.5692 -0.2485 -0.0558
O 0.1991 0.8423 -0.0514
Cs -0.9232 4.5097 0.5859
Mg 2.1747 0.4767 0.0129
F 1.3336 -1.5557 -0.0221
H -0.5484 -2.4443 -0.0170
```

Here are the Mulliken charges for atoms 1 to 4, given in e: 0.287, -0.422, 0.244, -0.589



Record 4
Computed, not measured: the ion C4H6N3O with charge +1, with ωB97M-V/def2-TZVPD.

Computed properties:
Lowest unoccupied orbital energy (alpha / beta) ... -6.328 / -6.334 eV
Total energy ... -10750.422 eV
Energy relative to the best compared isomer or geometry (same formula, charge and spin) ... 467.00 kJ/mol
SMILES ... [H]/N=[NH+]/C=[N+](/C)C#C[O-]
Spin multiplicity ... 1
Total charge ... +1

Structure (XYZ):
```
14
C4H6N3O, DFT ωB97M-V/def2-TZVPD
H 0.7188 3.0922 0.2251
N 0.5400 2.1130 0.0922
N -0.6665 1.7021 0.2395
C -0.9974 0.4504 -0.0036
N -0.0887 -0.5239 -0.1107
C -0.6564 -1.8528 0.0355
C 1.1044 -0.2574 -0.3620
C 2.3758 -0.3781 -0.5026
O 3.5523 -0.4268 -0.6198
H -1.4675 2.4284 0.3473
H -1.9905 0.1474 0.4894
H 0.1664 -2.4616 0.3602
H -1.1051 -2.2139 -0.8709
H -1.4856 -1.8190 0.6804
```

Here are the Mulliken charges for atoms 1 to 4, given in e: 0.258, -0.607, 0.335, -0.138



Record 5
Computed, not measured: a cluster of 2 separate species, C5H13N3 in total, with ωB97M-V/def2-TZVPD.

Computed properties:
Lowest unoccupied orbital energy ... 0.640 eV
Total energy ... -9859.437 eV
Energy relative to the best compared isomer or geometry (same formula, charge and spin) ... 668.55 kJ/mol
Spin multiplicity ... 1

Structure (XYZ):
```
21
C5H13N3, DFT ωB97M-V/def2-TZVPD
C 3.5255 -0.5174 0.3730
C 2.7207 0.6340 -0.3313
C 1.2522 0.5267 -0.1237
C -0.5170 -1.0890 -0.1945
C -3.7526 0.6092 -0.1208
H 2.4891 -1.2950 0.2194
H 4.6431 -1.2162 -0.3358
H 3.8447 -0.1553 1.4633
H 3.0860 1.6483 -0.0357
H 2.9277 0.5654 -1.3179
H 0.9998 0.9092 1.0383
H 0.7986 1.2474 -0.9016
H -0.9634 -2.0444 -0.6216
H -1.6244 0.5260 0.8368
H -3.3138 -1.1843 0.8856
H -4.8299 0.1451 0.0293
H -3.8530 1.0995 -1.1627
H -3.6218 1.3329 0.8000
N 0.6978 -0.7913 -0.5959
N -1.4728 -0.2563 0.1724
N -3.0363 -0.6943 -0.0766
```

Here are the Mulliken charges for atoms 1 to 4, given in e: -0.778, -0.632, -0.412, -0.092



Record 6
Computed, not measured: the ion C6H8N with charge +1, with ωB97M-V/def2-TZVPD.

Computed properties:
Lowest unoccupied orbital energy (alpha / beta) ... -6.995 / -6.995 eV
Total energy ... -7827.688 eV
Energy relative to the best compared isomer or geometry (same formula, charge and spin) ... 771.95 kJ/mol
SMILES ... C#C[N+]1=C(CC)C1
Spin multiplicity ... 1
Total charge ... +1

Structure (XYZ):
```
15
C6H8N, DFT ωB97M-V/def2-TZVPD
C -2.6260 -1.3703 -0.2567
C -1.9641 -0.4115 0.0646
N -1.2855 0.5855 0.5662
C 0.3125 0.9922 -0.0656
C 1.5195 0.2930 -0.1025
C 1.5212 -1.1728 0.3246
C -0.8567 1.8125 -0.1275
H -3.2354 -2.1694 -0.5628
H 1.9872 0.4318 -1.0948
H 2.1990 0.8733 0.5572
H 0.9548 -1.3147 1.2422
H 2.5409 -1.5087 0.4885
H 1.0763 -1.7950 -0.4492
H -0.9000 2.6808 0.5372
H -1.2440 2.0731 -1.1214
```

Here are the Mulliken charges for atoms 1 to 4, given in e: -0.411, 0.163, -0.295, 0.266



Record 7
Computed, not measured: a cluster of 2 separate species, C37H37BO3S in total, with ωB97M-V/def2-TZVPD.

Computed properties:
Lowest unoccupied orbital energy ... -0.459 eV
Total energy ... -56623.775 eV
Energy relative to the best compared isomer or geometry (same formula, charge and spin) ... 180.90 kJ/mol
Spin multiplicity ... 1

Structure (XYZ):
```
79
C37H37BO3S, DFT ωB97M-V/def2-TZVPD
C -5.8065 3.6104 1.1077
O -5.0563 3.2900 -0.0937
C -3.6967 3.2036 0.0180
C -2.9364 3.4263 -1.1603
C -1.5660 3.3727 -1.0944
C -0.9070 3.1460 0.1348
B 1.0024 -1.5521 -0.2906
C 0.4984 3.3943 0.2781
C 1.2629 3.3902 1.4544
C 2.4572 4.1677 1.3562
C 2.6652 4.7123 0.0939
C 3.8866 5.4123 -0.3715
S 1.3676 4.3028 -0.9608
O 1.4283 -1.9271 0.9755
C 2.7675 -1.4697 1.1069
C 2.7726 -0.3925 2.1926
C 3.5662 -2.6687 1.5886
C 3.1182 -0.9042 -0.3794
C 3.8285 0.4349 -0.4185
C 3.9021 -1.9298 -1.1999
O 1.8432 -0.6874 -1.0058
C -1.6836 2.8800 1.2938
C -3.0643 2.9159 1.2429
H -6.7082 4.1030 0.7375
H -6.0640 2.6790 1.6292
H -5.2596 4.2899 1.7819
H -3.4835 3.5813 -2.0945
H -0.9891 3.5343 -2.0052
H 0.9586 2.9027 2.3805
H 3.1848 4.3001 2.1592
H 4.4456 5.8380 0.4735
H 4.5473 4.6892 -0.8696
H 3.6514 6.2143 -1.0800
H 3.8020 -0.1046 2.4402
H 2.2042 0.4961 1.8796
H 2.3117 -0.7934 3.1056
H 4.6182 -2.4008 1.6989
H 3.2002 -2.9849 2.5694
H 3.4832 -3.5222 0.9088
H 4.7769 0.3847 0.1247
H 4.0444 0.6965 -1.4626
H 3.1866 1.2221 -0.0046
H 4.9036 -2.0749 -0.7734
H 3.3954 -2.9039 -1.2517
H 4.0401 -1.5641 -2.2274
H -1.1948 2.6661 2.2482
H -3.6660 2.7519 2.1420
C -0.6423 -1.2644 -0.2836
C -1.5587 -0.5612 -1.1764
C -2.7737 -0.0656 -0.6392
C -3.8834 0.1966 -1.4310
C -3.7949 0.0786 -2.8186
C -2.5652 -0.2524 -3.3939
C -1.4550 -0.5077 -2.5970
C 0.1790 -2.6386 -1.0953
C -0.2406 -3.8110 -0.3782
C 0.1170 -5.0755 -0.8472
C 0.7912 -5.1907 -2.0650
C 1.0074 -4.0580 -2.8693
C 0.6693 -2.8019 -2.4099
C -1.0333 -3.4478 0.7853
C -1.2474 -2.0261 0.8695
C -1.8972 -1.5296 1.9953
C -2.3502 -2.3971 3.0036
C -2.1484 -3.7774 2.8966
C -1.5121 -4.3105 1.7742
H -2.8593 0.0442 0.4441
H -4.8250 0.4756 -0.9489
H -4.6635 0.2879 -3.4356
H -2.4766 -0.3278 -4.4812
H -0.5013 -0.7350 -3.0632
H -0.1366 -5.9543 -0.2572
H 1.1488 -6.1541 -2.4124
H 1.4600 -4.1546 -3.8551
H 0.8356 -1.9273 -3.0371
H -1.9970 -0.4492 2.1236
H -2.8558 -1.9779 3.8714
H -2.4655 -4.4366 3.6986
H -1.3643 -5.3785 1.6545
```

Here are the Mulliken charges for atoms 1 to 4, given in e: -0.924, -0.450, 0.392, -0.830



Record 8
Computed, not measured: the molecule C5H5NOS, with ωB97M-V/def2-TZVPD.

Computed properties:
Lowest unoccupied orbital energy ... -1.183 eV
Total energy ... -19637.190 eV
Energy relative to the best compared isomer or geometry (same formula, charge and spin) ... 173.87 kJ/mol
SMILES ... C[C@](C#N)(C=O)C=S
Spin multiplicity ... 1

Structure (XYZ):
```
13
C5H5NOS, DFT ωB97M-V/def2-TZVPD
C -0.1040 -0.3137 1.3664
C 0.1430 -0.0926 -0.1605
C 1.3093 -0.8710 -0.6023
N 2.1940 -1.5260 -0.9452
C 0.4206 1.4197 -0.3570
O 1.4391 1.8667 -0.7742
C -1.0698 -0.4353 -1.0035
S -2.5849 -0.0461 -0.6556
H -0.9696 0.3085 1.6782
H -0.3408 -1.3809 1.5704
H 0.8042 -0.0219 1.9052
H -0.4222 2.0434 -0.0505
H -0.8190 -0.9509 -1.9713
```

Here are the Mulliken charges for atoms 1 to 4, given in e: -1.487, 1.399, -0.112, -0.440



What did the first record say?
Computed, not measured: the molecule C4H6, with ωB97M-V/def2-TZVPD.

Computed properties:
Lowest unoccupied orbital energy ... 1.075 eV
Total energy ... -4242.897 eV
Energy relative to the best compared isomer or geometry (same formula, charge and spin) ... 102.66 kJ/mol
SMILES ... CC#CC
Spin multiplicity ... 1

Structure (XYZ):
```
10
C4H6, DFT ωB97M-V/def2-TZVPD
C -1.8788 -0.1736 -0.0329
C -0.6321 0.3058 -0.6269
C 0.5678 0.3917 -0.5737
C 1.8741 0.1711 0.0364
H -2.3925 -0.9199 -0.6396
H -2.5620 0.6275 0.2494
H -1.5321 -0.6656 0.8844
H 1.8306 0.6029 1.0425
H 2.7343 0.5715 -0.4952
H 1.9907 -0.9114 0.1558
```

Here are the Mulliken charges for atoms 1 to 4, given in e: -0.922, 0.075, 0.107, -0.877



Which of these has the highest total energy?
C4H6



What did the third record say?
Computed, not measured: a structure of composition C2H2CsFMgO, with ωB97M-V/def2-TZVPD.

Computed properties:
Lowest unoccupied orbital energy (alpha / beta) ... -3.776 / -3.899 eV
Total energy ... -12857.616 eV
Energy relative to the best compared isomer or geometry (same formula, charge and spin) ... 0.00 kJ/mol
Spin multiplicity ... 2
Total charge ... +1

Structure (XYZ):
```
8
C2H2CsFMgO, DFT ωB97M-V/def2-TZVPD
H -1.6086 -0.1009 -0.3851
C -0.0580 -1.4793 -0.0674
C -0.5692 -0.2485 -0.0558
O 0.1991 0.8423 -0.0514
Cs -0.9232 4.5097 0.5859
Mg 2.1747 0.4767 0.0129
F 1.3336 -1.5557 -0.0221
H -0.5484 -2.4443 -0.0170
```

Here are the Mulliken charges for atoms 1 to 4, given in e: 0.287, -0.422, 0.244, -0.589



What is the total energy in the seventh record?
-56623.775 eV